Record 1
CHBr2F | ωB97M-V/def2-TZVPD

Properties
HOMO-LUMO gap (spin up / spin down) (eV): 7.7 / 7.7
LUMO level (spin up / spin down) (eV): -2.01 / -2.01
Calculated total energy (hartree): -5286.515060
Max |F| (hartree/bohr): 0.06195
Spin multiplicity: 1
ΔE to the lowest compared entry with this formula, charge and spin (kJ/mol): 7.48

Bonds (Å) are listed after each position.
Atoms and positions in Å:
1 C -0.392 0.036 0.029  F2 1.351, Br3 1.843, H5 1.134
2 F -0.249 -0.149 1.360  C1 1.351
3 Br -0.669 1.811 -0.380  C1 1.843
4 Br 2.072 -0.903 -0.360  no bonds
5 H -0.762 -0.794 -0.649  C1 1.134

Record 2
C27H48ClFN2O10 | ωB97M-V/def2-TZVPD

Properties
HOMO-LUMO gap (eV): 7.9
LUMO level (eV): -0.61
Calculated total energy (hartree): -2479.189725
Max |F| (hartree/bohr): 0.07418
Spin multiplicity: 1
SMILES: CCOCCOc1cc(Cl)c2nc(COO)c(CCF)nc2c1.COCCOC.COCCOC.COCCOC

Bonds (Å) are listed after each position.
Atoms and positions in Å:
1 C -0.200 1.008 3.526  C2 1.582, H24 1.122, H25 1.132, H26 1.123
2 C 0.357 0.279 2.236  C1 1.582, O3 1.436, H27 1.132, H28 1.134
3 O 0.015 0.956 1.017  C2 1.436, C4 1.428
4 C 1.097 1.714 0.474  O3 1.428, C5 1.593, H29 1.135, H30 1.135
5 C 1.171 3.212 1.011  C4 1.593, O6 1.443, H31 1.136, H32 1.124
6 O 0.310 4.118 0.291  C5 1.443, C7 1.397
7 C -0.956 4.205 0.874  O6 1.397, C8 1.503, C23 1.461
8 C -1.342 5.252 1.882  C7 1.503, C9 1.466, H33 1.119
9 C -2.712 5.253 2.404  C8 1.466, Cl10 1.812, C11 1.507
10 Cl -3.062 6.551 3.619  C9 1.812
11 C -3.766 4.268 1.969  C9 1.507, N12 1.391, C22 1.477
12 N -5.034 4.401 2.524  C11 1.391, C13 1.360
13 C -5.872 3.449 2.031  N12 1.360, C14 1.583, C17 1.503
14 C -7.367 3.516 2.547  C13 1.583, O15 1.435, H34 1.134, H35 1.133
15 O -7.648 2.569 3.587  C14 1.435, O16 1.377
16 O -7.928 3.188 4.785  O15 1.377, H36 0.983
17 C -5.477 2.372 1.059  C13 1.503, C18 1.581, N21 1.360
18 C -6.540 1.294 0.603  C17 1.581, C19 1.597, H37 1.116, H38 1.133
19 C -6.255 -0.096 1.336  C18 1.597, F20 1.423, H39 1.126, H40 1.119
20 F -5.495 0.083 2.526  C19 1.423
21 N -4.235 2.242 0.521  C17 1.360, C22 1.393
22 C -3.379 3.238 0.985  C11 1.477, N21 1.393, C23 1.498
23 C -1.979 3.252 0.451  C7 1.461, C22 1.498, H41 1.121
24 H -1.320 1.059 3.520  C1 1.122
25 H 0.166 0.412 4.416  C1 1.132
26 H 0.188 2.052 3.669  C1 1.123
27 H 1.466 0.066 2.303  C2 1.132
28 H -0.161 -0.729 2.205  C2 1.134
29 H 0.931 1.806 -0.645  C4 1.135
30 H 2.106 1.211 0.603  C4 1.135
31 H 2.244 3.539 0.837  C5 1.136
32 H 1.007 3.289 2.121  C5 1.124
33 H -0.571 6.005 2.186  C8 1.119
34 H -7.522 4.591 2.876  C14 1.134
35 H -8.111 3.365 1.706  C14 1.133
36 H -8.604 3.889 4.649  O16 0.983
37 H -7.596 1.633 0.733  C18 1.116
38 H -6.302 1.109 -0.489  C18 1.133
39 H -7.257 -0.495 1.659  C19 1.126
40 H -5.716 -0.822 0.676  C19 1.119
41 H -1.678 2.490 -0.314  C23 1.121
42 C -2.038 -2.741 1.050  O43 1.421, H48 1.091, H49 1.092, H50 1.096
43 O -0.705 -2.944 0.601  C42 1.421, C44 1.424
44 C -0.279 -4.292 0.763  O43 1.424, C45 1.523, H51 1.095, H52 1.096
45 C -0.409 -5.084 -0.532  C44 1.523, O46 1.424, H53 1.093, H54 1.094
46 O -1.769 -5.209 -0.935  C45 1.424, C47 1.419
47 C -2.138 -4.251 -1.916  O46 1.419, H55 1.095, H56 1.092, H57 1.091
48 H -2.408 -1.813 0.611  C42 1.091
49 H -2.706 -3.554 0.758  C42 1.092
50 H -2.046 -2.640 2.142  C42 1.096
51 H -0.828 -4.777 1.577  C44 1.095
52 H 0.779 -4.261 1.047  C44 1.096
53 H -0.033 -6.096 -0.359  C45 1.093
54 H 0.190 -4.637 -1.329  C45 1.094
55 H -1.801 -4.583 -2.903  C47 1.095
56 H -1.724 -3.262 -1.705  C47 1.092
57 H -3.227 -4.175 -1.922  C47 1.091
58 C 7.242 5.555 -1.204  O59 1.420, H64 1.091, H65 1.092, H66 1.095
59 O 7.700 4.662 -0.199  C58 1.420, C60 1.423
60 C 6.838 4.623 0.931  O59 1.423, C61 1.524, H67 1.095, H68 1.095
61 C 5.887 3.434 0.875  C60 1.524, O62 1.424, H69 1.094, H70 1.095
62 O 4.989 3.530 -0.226  C61 1.424, C63 1.421
63 C 5.417 2.769 -1.347  O62 1.421, H71 1.094, H72 1.092, H73 1.091
64 H 7.741 5.298 -2.140  C58 1.091
65 H 6.163 5.494 -1.358  C58 1.092
66 H 7.512 6.582 -0.934  C58 1.095
67 H 6.285 5.563 1.029  C60 1.095
68 H 7.475 4.518 1.816  C60 1.095
69 H 5.278 3.434 1.784  C61 1.094
70 H 6.440 2.490 0.842  C61 1.095
71 H 5.151 1.717 -1.204  C63 1.094
72 H 6.493 2.850 -1.515  C63 1.092
73 H 4.900 3.147 -2.229  C63 1.091
74 C 4.452 -7.061 -4.400  O75 1.420, H80 1.091, H81 1.092, H82 1.095
75 O 3.467 -6.720 -5.364  C74 1.420, C76 1.423
76 C 2.223 -7.370 -5.127  O75 1.423, C77 1.523, H83 1.095, H84 1.095
77 C 1.243 -6.463 -4.395  C76 1.523, O78 1.424, H85 1.094, H86 1.095
78 O 1.703 -6.136 -3.088  C77 1.424, C79 1.421
79 C 2.343 -4.868 -3.038  O78 1.421, H87 1.095, H88 1.092, H89 1.091
80 H 5.239 -6.306 -4.439  C74 1.091
81 H 4.052 -7.092 -3.385  C74 1.092
82 H 4.888 -8.035 -4.647  C74 1.095
83 H 2.374 -8.306 -4.580  C76 1.095
84 H 1.801 -7.620 -6.106  C76 1.095
85 H 0.297 -6.999 -4.275  C77 1.094
86 H 1.042 -5.554 -4.972  C77 1.095
87 H 1.590 -4.076 -2.988  C79 1.095
88 H 2.991 -4.698 -3.901  C79 1.092
89 H 2.955 -4.831 -2.135  C79 1.091

Record 3
C4H11NS2 | ωB97M-V/def2-TZVPD

Properties
HOMO-LUMO gap (eV): 9.7
LUMO level (eV): 0.67
Calculated total energy (hartree): -1010.075677
Max |F| (hartree/bohr): 0.08712
Spin multiplicity: 1
ΔE to the lowest compared entry with this formula, charge and spin (kJ/mol): 164.63
SMILES: CNCCCSS

Bonds (Å) are listed after each position.
Atoms and positions in Å:
1 C 2.056 0.380 -3.933  N2 1.524, H8 1.102, H9 1.075, H10 1.135
2 N 1.931 0.164 -2.430  C1 1.524, C3 1.494, H11 0.990
3 C 0.507 -0.003 -2.008  N2 1.494, C4 1.577, H12 1.005, H13 1.115
4 C 0.367 -0.275 -0.461  C3 1.577, C5 1.496, H14 1.203, H15 1.087
5 C -0.290 0.867 0.248  C4 1.496, S6 1.845, H16 1.099, H17 1.113
6 S -1.496 0.391 1.560  C5 1.845, S7 1.994
7 S -0.896 -1.039 2.814  S6 1.994, H18 1.364
8 H 1.481 1.300 -4.133  C1 1.102
9 H 1.571 -0.376 -4.524  C1 1.075
10 H 3.151 0.406 -4.229  C1 1.135
11 H 2.173 1.047 -2.055  N2 0.990
12 H 0.015 -0.710 -2.525  C3 1.005
13 H -0.049 0.957 -2.122  C3 1.115
14 H -0.172 -1.341 -0.322  C4 1.203
15 H 1.397 -0.463 -0.166  C4 1.087
16 H 0.539 1.535 0.521  C5 1.099
17 H -0.937 1.518 -0.382  C5 1.113
18 H -0.259 -0.476 3.881  S7 1.364